# 1
The following is a DFT calculation (ωB97M-V/def2-TZVPD) of C14H21AsClI2NOP as an isolated structure.

Results
- HOMO level: -4.37 eV
- E_tot: -117237.52844 eV
- Total charge: -1

Last column: natural (NBO) charge in e.
Positions of all 42 atoms, in Å:
C1 2.655 0.736 2.413  -0.44
C2 1.737 0.245 1.589  -0.35
As1 0.403 -0.498 0.174  1.41
N1 1.199 0.748 -1.058  -1.21
C3 1.929 -1.754 -0.351  -0.78
C4 2.482 -1.610 -1.859  -0.45
C5 3.910 -0.809 -1.962  -0.49
I1 3.679 0.696 -3.571  0.02
C6 -0.769 1.065 0.791  -0.31
C7 -1.766 1.889 -0.147  -0.28
C8 -2.117 3.396 0.186  -0.26
C9 -1.598 4.065 1.534  -0.25
C10 -1.183 3.079 2.677  -0.25
C11 -0.732 1.639 2.283  -0.23
C12 -0.916 -1.207 -1.140  -0.67
I2 -0.609 -3.310 -1.813  0.05
C13 -2.459 -1.324 -0.691  -0.48
C14 -3.380 -1.178 -2.045  -0.63
P1 -0.333 -1.944 1.832  0.67
O1 0.831 -1.815 3.137  -0.96
Cl1 -2.157 -1.391 2.712  -0.35
H1 3.033 1.250 3.377  0.24
H2 0.783 1.687 -1.004  0.38
H3 2.159 0.889 -0.665  0.37
H4 2.867 -1.475 0.290  0.24
H5 1.742 -2.852 -0.010  0.24
H6 1.718 -1.267 -2.638  0.24
H7 2.761 -2.699 -2.182  0.20
H8 4.201 -0.327 -0.964  0.23
H9 4.756 -1.493 -2.318  0.22
H10 -2.154 1.375 -1.101  0.22
H11 -2.704 4.080 -0.541  0.21
H12 -1.549 5.204 1.692  0.21
H13 -1.221 3.394 3.784  0.22
H14 -0.379 0.959 3.156  0.24
H15 -0.893 -0.556 -2.098  0.25
H16 -2.846 -0.584 0.076  0.25
H17 -2.733 -2.379 -0.282  0.22
H18 -3.564 -0.068 -2.263  0.20
H19 -4.364 -1.764 -1.839  0.21
H20 -2.892 -1.658 -2.966  0.21
H21 0.462 -2.469 3.795  0.48

# 2
The following is a DFT calculation (ωB97M-V/def2-TZVPD) of C14H21Br18INO3 as an isolated structure.

Results
- HOMO level: -4.89 eV
- E_tot: -1291356.74634 eV
- Total charge: -1

Last column: natural (NBO) charge in e.
Positions of all 58 atoms, in Å:
C1 -0.578 2.060 0.422  -0.65
C2 -1.820 1.838 -0.438  -0.06
O1 -1.712 0.803 -1.389  -0.55
C3 -0.585 0.932 -2.256  0.09
N1 -0.737 0.031 -3.354  -0.62
C4 0.118 -1.152 -3.375  -0.21
C5 -0.754 -2.349 -3.918  0.78
O2 -0.593 -2.621 -5.137  -0.83
O3 -1.533 -2.880 -3.100  -0.73
C6 1.365 -1.043 -4.249  -0.24
I1 2.479 0.784 -3.860  -0.04
C7 2.302 -2.235 -4.021  -0.45
C8 3.376 -2.390 -5.114  -0.61
H1 -0.833 2.772 1.216  0.21
H2 0.263 2.488 -0.129  0.21
H3 -0.263 1.125 0.891  0.21
H4 -2.132 2.776 -0.927  0.15
H5 -2.630 1.525 0.230  0.18
H6 0.331 0.696 -1.702  0.16
H7 -0.539 1.980 -2.592  0.15
H8 -0.733 0.502 -4.246  0.37
H9 0.420 -1.416 -2.358  0.20
H10 1.111 -1.024 -5.305  0.23
H11 2.798 -2.138 -3.049  0.19
H12 1.712 -3.153 -4.004  0.24
H13 2.999 -2.998 -5.941  0.21
H14 4.279 -2.863 -4.718  0.20
H15 3.673 -1.421 -5.523  0.21
C9 -2.544 -1.506 1.430  -0.49
Br1 -0.729 -1.810 0.871  0.12
Br2 -3.383 -3.141 2.004  0.08
Br3 -2.689 -0.131 2.781  0.07
H16 -3.084 -1.160 0.558  0.24
C10 0.923 1.416 4.746  -0.51
Br4 0.804 0.261 3.218  0.12
Br5 1.588 3.162 4.274  0.08
Br6 -0.753 1.528 5.690  0.07
H17 1.638 0.978 5.429  0.22
C11 5.270 5.146 3.510  -0.50
Br7 3.501 5.873 3.303  0.10
Br8 5.498 4.327 5.239  0.09
Br9 5.700 3.931 2.086  0.11
H18 5.964 5.972 3.454  0.22
C12 1.011 -0.388 9.060  -0.50
Br10 0.902 -1.459 7.464  0.10
Br11 1.579 1.410 8.674  0.09
Br12 -0.640 -0.411 10.048  0.09
H19 1.768 -0.834 9.689  0.22
C13 -6.427 -1.502 4.998  -0.50
Br13 -7.466 -3.008 4.398  0.08
Br14 -4.720 -2.046 5.697  0.10
Br15 -6.260 -0.166 3.624  0.10
H20 -6.967 -1.048 5.816  0.22
C14 -0.485 -1.263 -7.909  -0.50
Br16 -2.162 -0.931 -8.808  0.06
Br17 0.627 -2.466 -8.911  0.06
Br18 0.446 0.386 -7.535  0.06
H21 -0.694 -1.750 -6.953  0.30

# 3
The following is a DFT calculation (ωB97M-V/def2-TZVPD) of the molecule C14H21BrN2O3S.

Results
- HOMO level: -8.85 eV
- E_tot: -104845.61279 eV
- SMILES string: CCOc1ccc(Br)cc1S(=O)(=O)N1CCCN(C)CC1

Last column: natural (NBO) charge in e.
Positions of all 42 atoms, in Å:
C1 0.197 3.940 -0.499  -0.53
C2 0.154 3.357 0.818  -0.08
O1 -0.176 2.155 0.668  -0.45
C3 -1.424 1.780 0.893  0.25
C4 -2.532 2.472 0.858  -0.24
C5 -3.876 2.354 0.892  -0.22
C6 -4.158 0.923 0.814  -0.03
Br1 -6.053 0.360 0.986  0.00
C7 -3.202 -0.030 0.796  -0.25
C8 -1.729 0.448 1.043  -0.29
S1 -0.519 -0.914 1.039  2.32
O2 0.348 -0.449 2.034  -0.91
O3 -1.261 -2.123 1.061  -0.94
N1 -0.037 -0.806 -0.609  -0.63
C9 -0.250 -1.746 -1.476  -0.26
C10 0.547 -3.015 -1.663  -0.41
C11 1.534 -3.212 -0.221  -0.19
N2 2.582 -2.444 -0.736  -0.42
C12 3.213 -2.161 0.811  -0.48
C13 2.488 -1.010 -1.106  -0.28
C14 1.348 -0.212 -0.696  -0.28
H1 0.888 3.170 -1.225  0.19
H2 0.626 5.016 -0.378  0.21
H3 -0.651 3.859 -0.741  0.16
H4 1.154 3.174 1.111  0.18
H5 -0.285 3.960 1.517  0.18
H6 -2.242 3.619 0.720  0.19
H7 -4.606 3.237 0.800  0.26
H8 -3.427 -1.045 0.832  0.25
H9 -0.142 -1.224 -2.291  0.20
H10 -1.332 -1.933 -1.406  0.22
H11 1.178 -3.277 -2.363  0.20
H12 -0.217 -3.954 -1.445  0.20
H13 1.709 -4.350 -0.274  0.22
H14 0.858 -2.884 0.374  0.17
H15 3.592 -2.985 1.188  0.20
H16 4.135 -1.743 0.664  0.19
H17 2.762 -1.669 1.647  0.21
H18 2.351 -1.156 -2.254  0.18
H19 3.503 -0.464 -1.142  0.25
H20 1.351 0.790 -1.426  0.21
H21 1.604 0.188 0.389  0.24

# 4
The following is a DFT calculation (ωB97M-V/def2-TZVPD) of C14H21CaO13 as an isolated structure.

Results
- HOMO level: 1.27 eV
- E_tot: -59917.45477 eV
- Total charge: -3

Last column: natural (NBO) charge in e.
Positions of all 49 atoms, in Å:
Ca1 0.334 -0.729 -0.556  1.84
C1 4.750 -2.097 -2.022  -0.74
C2 3.550 -1.127 -2.107  0.78
O1 2.571 -1.401 -1.343  -0.87
O2 3.683 -0.214 -2.910  -0.69
H1 4.586 -2.761 -2.891  0.20
H2 4.691 -2.853 -1.227  0.18
H3 5.750 -1.683 -2.131  0.18
C3 -2.309 2.780 -1.009  -0.73
C4 -2.275 1.390 -1.663  0.78
O3 -2.783 1.319 -2.795  -0.75
O4 -1.922 0.406 -0.952  -0.84
H4 -1.423 3.401 -1.154  0.22
H5 -2.624 2.678 0.037  0.17
H6 -3.095 3.371 -1.499  0.18
C5 1.024 -2.489 -4.564  -0.73
C6 0.334 -1.388 -3.727  0.77
O5 0.230 -0.284 -4.266  -0.71
O6 -0.256 -1.794 -2.671  -0.86
H7 0.380 -3.342 -4.790  0.18
H8 1.889 -2.906 -4.023  0.19
H9 1.479 -2.044 -5.452  0.19
C7 -1.687 -4.317 1.324  -0.73
C8 -1.399 -2.970 0.643  0.75
O7 -1.961 -2.751 -0.427  -0.67
O8 -0.540 -2.163 1.153  -0.90
H10 -2.702 -4.581 1.027  0.20
H11 -1.613 -4.332 2.413  0.18
H12 -0.969 -5.019 0.895  0.21
C9 1.471 3.448 0.288  -0.73
C10 1.577 2.643 -1.010  0.77
O9 2.298 3.165 -1.874  -0.75
O10 0.928 1.572 -1.114  -0.81
H13 2.387 3.348 0.888  0.19
H14 0.632 3.270 0.971  0.17
H15 1.471 4.523 0.069  0.19
C11 -3.010 0.882 4.222  -0.62
C12 -1.793 1.487 3.545  0.07
C13 -0.569 1.623 4.447  -0.09
O11 0.454 1.712 3.464  -0.51
C14 0.051 0.939 2.402  0.99
O12 0.736 0.541 1.536  -0.55
O13 -1.269 0.621 2.552  -0.46
H16 -3.507 1.714 4.733  0.19
H17 -2.786 0.132 4.978  0.20
H18 -3.652 0.477 3.441  0.25
H19 -2.035 2.440 3.072  0.19
H20 -0.369 0.785 5.112  0.18
H21 -0.707 2.576 4.966  0.18

# 5
The following is a DFT calculation (ωB97M-V/def2-TZVPD) of C14H21CrN2O2S as an isolated structure.

Results
- HOMO level (spin up / spin down): -14.72 / -14.84 eV
- 2S+1: 4
- E_tot: -61178.04974 eV
- Total charge: +2

Last column: Löwdin spin population.
Positions of all 41 atoms, in Å:
Cr1 0.231 0.287 0.055  2.97
C1 2.822 1.533 0.908  0.00
C2 1.822 2.650 0.635  0.01
N1 0.832 2.228 -0.394  0.00
C3 1.245 2.374 -1.815  0.01
C4 2.197 1.289 -2.303  0.00
S1 1.675 -0.392 -1.764  -0.04
C5 3.127 -0.995 -0.821  0.00
C6 2.896 -0.939 0.689  0.00
N2 2.091 0.247 1.072  0.00
H1 3.417 1.770 1.790  0.00
H2 3.520 1.435 0.081  0.00
H3 2.337 3.567 0.342  0.00
H4 1.268 2.864 1.551  0.00
H5 0.028 2.846 -0.289  0.00
H6 1.709 3.349 -1.983  0.00
H7 0.329 2.335 -2.406  0.00
H8 3.220 1.443 -1.974  0.00
H9 2.198 1.275 -3.391  0.00
H10 3.990 -0.418 -1.149  0.00
H11 3.291 -2.023 -1.139  0.00
H12 3.860 -0.939 1.204  0.00
H13 2.348 -1.822 1.014  0.00
H14 1.873 0.137 2.063  0.00
C7 -1.487 -3.325 1.474  0.00
C8 -1.470 -1.944 0.912  0.02
O1 -0.330 -1.395 0.773  0.02
C9 -2.687 -1.290 0.536  0.00
C10 -3.939 -1.887 0.789  0.01
C11 -5.100 -1.312 0.342  -0.01
C12 -5.043 -0.128 -0.403  0.01
C13 -3.839 0.494 -0.654  -0.01
C14 -2.645 -0.049 -0.172  0.01
O2 -1.508 0.597 -0.384  0.01
H15 -0.483 -3.743 1.476  0.00
H16 -2.156 -3.972 0.911  0.00
H17 -1.844 -3.292 2.507  0.00
H18 -3.990 -2.800 1.367  0.00
H19 -6.052 -1.775 0.557  0.00
H20 -5.956 0.307 -0.788  0.00
H21 -3.795 1.415 -1.220  0.00

# 6
The following is a DFT calculation (ωB97M-V/def2-TZVPD) of C14H21HfNP as an isolated structure.

Results
- HOMO level: -10.91 eV
- E_tot: -26935.00196 eV
- Total charge: +1

Last column: natural (NBO) charge in e.
Positions of all 38 atoms, in Å:
C1 -1.372 1.934 -2.101  -1.18
Hf1 0.392 0.624 -2.502  1.76
N1 0.995 -1.483 -3.321  -1.11
H1 1.461 1.654 -3.362  -0.45
H2 2.015 -1.554 -3.410  0.40
H3 -1.304 0.091 -2.582  -0.31
H4 -1.792 2.240 -3.073  0.25
H5 -0.925 2.838 -1.655  0.20
H6 -2.183 1.631 -1.431  0.25
H7 0.699 -2.233 -2.687  0.43
H8 0.597 -1.689 -4.243  0.43
C2 2.562 -0.199 0.297  -0.93
P1 0.803 0.006 -0.120  0.73
C3 0.029 -1.541 0.506  -0.25
C4 0.485 -2.150 1.686  -0.22
C5 -0.042 -3.382 2.087  -0.19
C6 -1.021 -4.014 1.312  -0.17
C7 -1.478 -3.408 0.137  -0.20
C8 -0.973 -2.168 -0.256  -0.25
C9 0.258 1.356 0.994  -0.25
C10 -0.970 1.276 1.671  -0.22
C11 -1.527 2.431 2.227  -0.19
C12 -0.861 3.658 2.127  -0.17
C13 0.382 3.727 1.486  -0.19
C14 0.949 2.578 0.934  -0.24
H9 2.917 -1.164 -0.089  0.25
H10 2.694 -0.158 1.387  0.27
H11 3.142 0.607 -0.175  0.25
H12 1.254 -1.664 2.287  0.22
H13 0.317 -3.850 3.006  0.24
H14 -1.429 -4.976 1.623  0.24
H15 -2.238 -3.901 -0.472  0.24
H16 -1.374 -1.679 -1.152  0.24
H17 -1.487 0.316 1.744  0.23
H18 -2.489 2.372 2.738  0.23
H19 -1.310 4.561 2.545  0.24
H20 0.910 4.678 1.414  0.24
H21 1.917 2.633 0.425  0.22

# 7
The following is a DFT calculation (ωB97M-V/def2-TZVPD) of the molecule C14H21N3O.

Results
- HOMO level: -8.78 eV
- E_tot: -21376.24117 eV
- SMILES string: CCCCCCCC(=O)N/N=C/c1cccnc1

Last column: natural (NBO) charge in e.
Positions of all 39 atoms, in Å:
C1 -3.742 -1.167 4.060  -0.61
C2 -2.835 0.031 4.320  -0.40
C3 -3.019 1.158 3.303  -0.40
C4 -2.697 0.783 1.854  -0.39
C5 -1.275 0.272 1.617  -0.40
C6 -0.202 1.297 1.975  -0.40
C7 1.193 0.808 1.577  -0.49
C8 1.344 0.812 0.065  0.66
O1 1.013 1.748 -0.627  -0.61
N1 1.904 -0.339 -0.426  -0.44
N2 2.243 -0.686 -1.688  -0.25
C9 2.046 0.058 -2.704  0.04
C10 2.456 -0.410 -4.015  -0.13
C11 3.071 -1.649 -4.213  -0.14
C12 3.435 -2.019 -5.493  -0.26
C13 3.174 -1.140 -6.536  0.04
N3 2.592 0.036 -6.365  -0.42
C14 2.245 0.388 -5.143  0.06
H1 -3.482 -1.659 3.127  0.20
H2 -4.781 -0.851 4.005  0.20
H3 -3.647 -1.893 4.864  0.21
H4 -3.057 0.431 5.313  0.20
H5 -1.794 -0.296 4.329  0.19
H6 -2.398 2.005 3.602  0.20
H7 -4.059 1.493 3.339  0.20
H8 -3.400 0.019 1.516  0.20
H9 -2.855 1.667 1.232  0.21
H10 -1.179 0.022 0.557  0.21
H11 -1.110 -0.645 2.186  0.19
H12 -0.402 2.232 1.449  0.22
H13 -0.216 1.495 3.048  0.20
H14 1.944 1.497 1.973  0.24
H15 1.381 -0.184 1.991  0.20
H16 2.149 -1.071 0.228  0.39
H17 1.585 1.041 -2.664  0.21
H18 3.249 -2.290 -3.363  0.23
H19 3.913 -2.968 -5.684  0.22
H20 3.440 -1.384 -7.556  0.19
H21 1.773 1.359 -5.051  0.19

# 8
The following is a DFT calculation (ωB97M-V/def2-TZVPD) of the molecule C14H21N3O.

Results
- HOMO level: -8.73 eV
- E_tot: -21376.13401 eV
- SMILES string: CCCCCCCC(=O)N/N=C/c1cccnc1

Last column: natural (NBO) charge in e.
Positions of all 39 atoms, in Å:
C1 -5.434 -2.400 0.388  -0.60
C2 -5.276 -1.118 -0.420  -0.39
C3 -4.042 -0.326 0.010  -0.40
C4 -3.882 0.955 -0.804  -0.39
C5 -2.756 1.871 -0.319  -0.39
C6 -1.351 1.268 -0.455  -0.39
C7 -0.840 0.641 0.849  -0.49
C8 0.526 0.024 0.619  0.66
O1 0.698 -1.152 0.392  -0.60
N1 1.531 0.955 0.663  -0.44
N2 2.862 0.834 0.469  -0.25
C9 3.440 -0.272 0.209  0.04
C10 4.878 -0.292 0.021  -0.13
C11 5.664 0.859 0.117  -0.14
C12 7.029 0.757 -0.073  -0.26
C13 7.566 -0.493 -0.354  0.04
N3 6.835 -1.591 -0.448  -0.42
C14 5.533 -1.493 -0.267  0.06
H1 -6.314 -2.951 0.064  0.21
H2 -5.543 -2.172 1.446  0.20
H3 -4.563 -3.039 0.264  0.20
H4 -5.192 -1.366 -1.481  0.19
H5 -6.166 -0.497 -0.296  0.19
H6 -3.162 -0.958 -0.116  0.20
H7 -4.133 -0.074 1.070  0.19
H8 -3.706 0.696 -1.850  0.20
H9 -4.819 1.517 -0.760  0.20
H10 -2.937 2.144 0.723  0.19
H11 -2.802 2.790 -0.908  0.21
H12 -1.354 0.508 -1.238  0.21
H13 -0.650 2.049 -0.762  0.20
H14 -0.788 1.399 1.633  0.21
H15 -1.514 -0.152 1.171  0.24
H16 1.277 1.916 0.858  0.39
H17 2.924 -1.224 0.116  0.21
H18 5.190 1.803 0.338  0.23
H19 7.667 1.625 -0.006  0.22
H20 8.629 -0.625 -0.510  0.19
H21 4.976 -2.417 -0.353  0.19